15
Properties=species:S:1:pos:R:3:forces:R:3 method="wB97M-V/def2-TZVPD" lumo_ha=-0.110 homo_lumo_gap_ha=0.4111 total_charge=+1
C -1.44032 -0.23428 -0.10941 1.9 3.1 -0.4
C 2.72117 0.71056 0.05043 4.0 -0.1 0.6
N -2.70446 0.14041 0.04542 0.4 -3.0 0.1
N -0.55052 0.73362 -0.29961 -1.0 2.5 0.1
N 2.02479 -0.32619 -0.08899 -1.6 0.6 1.0
N -0.91066 -1.45055 -0.12590 -1.6 0.8 0.0
H 3.88087 0.70757 -0.20094 -2.3 0.1 0.3
H 2.45522 1.63479 0.64845 -0.6 -1.0 -1.2
H -2.89903 1.08996 0.19873 -0.5 1.1 0.2
H -3.27160 -0.59674 0.42775 -0.8 0.5 0.1
H -0.56458 1.72542 -0.05567 -1.5 -0.6 -0.1
H 0.39176 0.54310 -0.40327 2.1 -1.6 -0.3
H 2.39951 -1.21143 -0.37589 1.1 0.2 -0.7
H 0.08368 -1.39140 0.09046 -0.2 -0.9 0.2
H -1.61583 -2.07484 0.19844 0.7 -1.6 0.3

***

15
Properties=species:S:1:pos:R:3:forces:R:3 method="wB97M-V/def2-TZVPD" lumo_ha=-0.120 homo_lumo_gap_ha=0.3893 total_charge=+1
C 2.65316 0.32089 -0.13034 0.7 -1.4 1.6
C -1.40414 0.55100 0.52550 0.0 -4.6 -0.9
N -0.19348 -1.43485 -0.46995 -0.7 -0.5 1.6
N 1.74027 0.99633 -0.67116 -0.5 -0.6 1.5
N 3.33404 -0.35401 0.56692 -1.5 1.9 -1.6
N -0.63729 -0.09141 -0.55479 2.6 3.3 0.3
H -2.02774 -0.25899 0.81802 -1.6 0.0 0.7
H -0.78136 0.70211 1.31529 2.0 0.7 2.2
H -1.86101 1.41484 0.26210 -1.5 2.4 -1.2
H 1.96752 1.47114 -1.49510 0.3 1.0 -1.4
H 0.50478 0.72261 -0.45994 -0.1 -1.6 -1.3
H -0.54002 -1.74375 0.44975 0.6 -0.3 -0.2
H -0.80986 -1.92006 -1.10593 0.1 -0.6 -0.3
H -1.04439 -0.03902 -1.44069 -1.0 0.9 -1.4
H 4.17135 -0.84513 0.72845 0.7 -0.6 0.3

***

16
Properties=species:S:1:pos:R:3:forces:R:3 method="wB97M-V/def2-TZVPD" lumo_ha=-0.126 homo_lumo_gap_ha=0.3647 total_charge=+1
C 1.64577 0.10804 -1.10152 1.1 -0.6 0.8
N 0.45438 -0.33982 -0.39879 -1.1 3.0 -0.7
O 0.49959 -1.64966 0.05797 -0.2 -0.4 0.6
C -0.52583 0.63817 -0.01750 1.5 -1.8 -1.1
N -0.40439 1.92279 -0.59932 -1.9 -3.8 1.4
N -1.58116 0.48391 0.74523 0.9 -0.8 0.7
N -1.61355 -0.77418 1.54238 0.1 -2.1 -2.4
H 1.41128 0.94904 -1.73919 0.2 -0.4 -0.5
H 2.44123 0.36362 -0.40741 0.0 0.6 0.5
H 2.17410 -0.71972 -1.60205 -1.0 0.2 -0.6
H 0.98494 -2.18181 -0.61538 -0.7 0.6 0.3
H -1.02227 2.45664 -0.01053 0.5 1.3 -0.3
H 0.52320 2.12621 -0.81675 1.2 1.4 -0.1
H -1.79333 -1.64492 0.88442 0.1 2.1 1.4
H -0.68807 -1.12107 2.00873 -2.1 1.4 -0.2
H -2.50589 -0.61722 2.06973 1.5 -0.5 0.3

***

17
Properties=species:S:1:pos:R:3:forces:R:3 method="wB97M-V/def2-TZVPD" smiles="NP(N)(=O)NN1CC1" lumo_ha=0.011 homo_lumo_gap_ha=0.3409 total_charge=0
N 2.48371 0.26578 -0.45345 -0.7 -0.8 -0.3
P 0.80564 0.58102 -0.30105 2.5 -0.6 -2.2
N 0.31931 0.02413 -1.90630 2.0 0.1 0.4
O 0.41764 1.95324 -0.03234 -0.2 1.1 -0.3
N 0.42245 -0.39861 0.94804 2.1 -5.1 -1.2
N -0.86359 -0.58146 1.41684 -1.4 -2.0 1.1
C -1.82827 0.45739 1.24237 0.5 2.7 0.6
C -1.97294 -0.71310 0.43637 0.0 -2.2 -1.3
H 3.18656 0.72602 0.08307 0.0 0.7 0.6
H 2.68796 -0.73427 -0.40913 0.0 0.4 -0.2
H 0.63911 0.88553 -2.41714 -0.6 -1.0 0.1
H 1.03211 -0.72229 -2.23582 -1.6 1.5 0.8
H 0.90817 -1.53585 0.65655 -2.0 4.4 1.5
H -1.38699 1.39665 0.88336 -0.7 -0.4 -0.4
H -2.50166 0.62017 2.04884 -0.3 -0.1 0.8
H -2.68528 -1.55080 0.64080 0.6 1.1 0.1
H -1.66392 -0.67354 -0.60101 -0.1 0.1 -0.1

***

These records have relative energy (zero: lowest compared OMol25 entry of this formula, charge and spin) values of 124.68 367.40 537.64 60.39 kJ/mol, in the order they appear.
These records have E_tot values of -8173.5342 -8171.0186 -10217.6780 -19515.3049 eV, in the order they appear.